{
  "formula": "C52H135N9O16",
  "method": "wB97M-V/def2-TZVPD",
  "s_squared": 0.7503,
  "multiplicity": 2,
  "total_energy_ha": -3758.39683,
  "charge": -1,
  "largest_force_ev_per_a": 3.1,
  "symbols": ["C", "C", "C", "O", "H", "H", "H", "H", "H", "H", "H", "H", "C", "C", "C", "O", "H", "H", "H", "H", "H", "H", "H", "H", "C", "O", "C", "C", "N", "C", "C", "O", "C", "H", "H", "H", "H", "H", "H", "H", "H", "H", "H", "H", "H", "H", "H", "H", "C", "O", "C", "C", "N", "C", "C", "O", "C", "H", "H", "H", "H", "H", "H", "H", "H", "H", "H", "H", "H", "H", "H", "H", "C", "O", "C", "C", "N", "C", "C", "O", "C", "H", "H", "H", "H", "H", "H", "H", "H", "H", "H", "H", "H", "H", "H", "H", "C", "O", "C", "C", "N", "C", "C", "O", "C", "H", "H", "H", "H", "H", "H", "H", "H", "H", "H", "H", "H", "H", "H", "H", "C", "O", "C", "C", "N", "C", "C", "O", "C", "H", "H", "H", "H", "H", "H", "H", "H", "H", "H", "H", "H", "H", "H", "H", "C", "C", "C", "O", "C", "N", "H", "H", "H", "H", "H", "H", "H", "H", "H", "H", "H", "C", "C", "C", "O", "C", "N", "H", "H", "H", "H", "H", "H", "H", "H", "H", "H", "H", "C", "C", "C", "O", "C", "N", "H", "H", "H", "H", "H", "H", "H", "H", "H", "H", "H", "C", "C", "C", "O", "C", "N", "H", "H", "H", "H", "H", "H", "H", "H", "H", "H", "H"],
  "xyz": [[-27.126690, -5.891200, -3.999835], [-25.691803, -5.651232, -4.332352], [-25.268343, -4.229754, -3.909349], [-24.841929, -6.582309, -3.683796], [-27.302589, -6.947484, -3.796301], [-27.767929, -5.621462, -4.838976], [-27.460131, -5.317239, -3.135267], [-25.582239, -5.692766, -5.416033], [-25.322009, -4.080260, -2.830988], [-25.959579, -3.504426, -4.338520], [-24.242810, -3.997876, -4.196781], [-24.875487, -6.319535, -2.761064], [-27.118584, -1.994565, -0.590052], [-27.554386, -0.662897, -1.237622], [-27.371021, -0.622560, -2.757443], [-28.934765, -0.587486, -0.992822], [-26.998385, -1.863263, 0.485318], [-26.120938, -2.301083, -0.904468], [-27.734675, -2.868513, -0.801592], [-27.009913, 0.164244, -0.782116], [-26.328601, -0.795418, -3.024961], [-27.727552, 0.318774, -3.175619], [-27.957190, -1.443247, -3.170944], [-29.065059, -0.979112, -0.126074], [-34.553816, -10.533258, -11.449532], [-34.205903, -11.042135, -10.184900], [-35.112859, -10.817601, -9.143750], [-34.365706, -10.270014, -7.879213], [-33.690890, -8.979454, -7.989763], [-32.839873, -8.856733, -6.772644], [-32.369859, -7.378504, -6.704838], [-31.493648, -7.140275, -5.595406], [-31.133614, -5.780741, -5.513152], [-35.460107, -11.036277, -11.786737], [-33.734401, -10.769020, -12.128562], [-34.698137, -9.454269, -11.504866], [-35.678992, -11.728661, -8.949913], [-35.922459, -10.147075, -9.431924], [-33.705597, -11.093399, -7.606476], [-35.139009, -10.252455, -7.111230], [-33.257685, -8.846429, -8.892398], [-32.058602, -9.613653, -6.841815], [-33.410836, -9.025768, -5.859661], [-33.196981, -6.680997, -6.572711], [-31.906553, -6.992779, -7.612954], [-30.538558, -5.445856, -6.362777], [-30.528416, -5.674321, -4.612864], [-31.949658, -5.058365, -5.494409], [-28.917521, -2.884577, -6.410447], [-30.255488, -3.039278, -6.878606], [-31.031720, -1.886369, -6.897542], [-32.466692, -2.254408, -6.622764], [-33.298555, -2.386114, -7.867180], [-32.918631, -3.579473, -8.583201], [-33.702969, -3.802606, -9.960319], [-33.357841, -4.929154, -10.704782], [-33.831682, -4.932363, -12.060658], [-28.802585, -2.974432, -5.330251], [-28.407810, -1.999163, -6.790357], [-28.317755, -3.719411, -6.772958], [-30.917621, -1.364277, -7.847539], [-30.750770, -1.308722, -6.016920], [-32.949012, -1.469903, -6.039646], [-32.544731, -3.083957, -5.920018], [-34.257703, -2.476137, -7.563815], [-33.152267, -4.412795, -7.920549], [-31.852165, -3.571225, -8.808295], [-33.605981, -2.922581, -10.596134], [-34.773453, -3.879697, -9.769984], [-34.892604, -4.709277, -12.173730], [-33.608310, -5.875934, -12.558528], [-33.300710, -4.228406, -12.701459], [-23.510156, -6.743114, -0.841441], [-24.866705, -6.308082, -1.113221], [-25.889685, -7.142286, -0.572639], [-25.981040, -7.020544, 0.971945], [-26.731207, -5.784315, 1.281560], [-26.688306, -5.331987, 2.659958], [-25.262693, -4.747402, 3.002962], [-24.982260, -3.776838, 2.068117], [-23.725706, -3.160128, 2.195162], [-23.291148, -7.722601, -1.266575], [-23.221593, -6.719533, 0.209400], [-22.850204, -6.011987, -1.308370], [-25.726197, -8.204850, -0.752404], [-26.840612, -6.874800, -1.033381], [-24.997437, -6.880839, 1.420397], [-26.600588, -7.845463, 1.323749], [-26.176373, -5.098442, 0.789796], [-26.877301, -6.166752, 3.334903], [-27.431764, -4.564213, 2.874150], [-24.554072, -5.573888, 3.056570], [-25.192715, -4.292039, 3.990814], [-23.505450, -2.801880, 3.200776], [-23.832852, -2.348864, 1.475109], [-22.884859, -3.669577, 1.724491], [-23.801693, 0.752234, -2.537153], [-23.367611, -0.604004, -2.586800], [-23.268780, -1.265715, -1.365020], [-22.605767, -2.625708, -1.574186], [-21.253592, -2.478679, -1.926477], [-20.677544, -3.665851, -2.503578], [-19.124797, -3.554503, -2.879652], [-18.918289, -2.683128, -3.977057], [-17.897352, -3.066763, -4.783932], [-23.738056, 1.278639, -3.489488], [-23.250796, 1.352736, -1.813280], [-24.835506, 0.810331, -2.196613], [-24.277774, -1.268859, -0.952678], [-22.717862, -0.678709, -0.630164], [-23.033186, -3.138006, -2.436138], [-22.637274, -3.307806, -0.724568], [-21.235545, -1.727257, -2.601118], [-21.210669, -3.947967, -3.411482], [-20.751628, -4.507237, -1.814604], [-18.805951, -4.573653, -3.098217], [-18.645127, -3.207206, -1.964548], [-17.914723, -2.481315, -5.703199], [-17.959783, -4.131446, -5.009026], [-16.945589, -2.875214, -4.288389], [-29.129728, -8.835942, -4.535677], [-28.362930, -9.674284, -3.669660], [-29.139855, -10.686343, -2.969216], [-29.280503, -12.047213, -3.666421], [-30.111092, -12.099616, -4.856982], [-30.159767, -13.469328, -5.490091], [-28.872955, -13.636575, -6.341412], [-28.847559, -12.573723, -7.283829], [-27.732680, -12.653234, -8.130297], [-29.750907, -8.207471, -3.897503], [-29.885454, -9.431442, -5.047887], [-28.602690, -8.166122, -5.215136], [-30.099249, -10.291795, -2.634558], [-28.708043, -10.807065, -1.975708], [-29.688539, -12.711871, -2.904948], [-28.269670, -12.390214, -3.887031], [-29.626171, -11.495234, -5.504803], [-30.957406, -13.508099, -6.231966], [-30.314264, -14.269586, -4.766341], [-28.948912, -14.622342, -6.800306], [-28.028279, -13.699641, -5.655375], [-27.736627, -13.615946, -8.641442], [-26.749808, -12.476707, -7.693367], [-27.911801, -11.973912, -8.963684], [-22.629365, -6.517801, -6.728097], [-21.735827, -7.135356, -5.656398], [-20.239293, -7.103713, -5.968299], [-19.459153, -7.749364, -4.932389], [-18.110732, -7.499651, -4.900008], [-22.084618, -6.486429, -4.379146], [-22.357422, -5.481631, -6.929380], [-23.704164, -6.450566, -6.559617], [-22.455203, -6.948601, -7.714102], [-22.115542, -8.156556, -5.689209], [-20.014537, -6.039146, -6.033850], [-19.979941, -7.544940, -6.930670], [-17.850786, -6.488183, -4.587808], [-17.625160, -7.765460, -5.838978], [-17.718088, -8.262665, -4.227900], [-21.767635, -7.101690, -3.643575], [-23.085088, -6.589100, -4.286295], [-25.262833, -3.194128, -8.853535], [-25.702951, -4.671491, -8.933322], [-26.988859, -4.907296, -9.852090], [-27.212142, -6.302245, -9.954447], [-28.094141, -6.778756, -8.978438], [-24.569373, -5.370459, -9.409602], [-24.976393, -2.793129, -9.825785], [-24.406994, -3.082898, -8.187754], [-26.034755, -2.557639, -8.420973], [-26.040141, -5.028303, -7.960135], [-26.772276, -4.422434, -10.803985], [-27.833455, -4.301951, -9.522996], [-27.795176, -6.568476, -7.951544], [-28.198235, -7.837644, -9.215135], [-29.079941, -6.318149, -9.042778], [-24.965946, -6.249270, -9.710472], [-24.179733, -4.874892, -10.198713], [-28.143435, 1.288504, -7.366461], [-27.339270, 1.688759, -6.089855], [-26.013725, 1.033743, -5.955037], [-26.205193, -0.419999, -5.950229], [-24.948639, -1.028693, -5.947363], [-27.330824, 3.100582, -6.066797], [-29.156093, 1.670706, -7.495093], [-28.192696, 0.200957, -7.420507], [-27.654784, 1.602213, -8.288910], [-28.008995, 1.403748, -5.278479], [-25.489265, 1.278225, -5.031306], [-25.354743, 1.319232, -6.775000], [-24.294933, -0.833472, -6.797452], [-25.161293, -2.097374, -5.975795], [-24.486376, -0.818918, -4.982785], [-28.032172, 3.372825, -5.392927], [-26.497359, 3.468147, -5.630527], [-25.489470, -11.825617, -5.099954], [-24.927035, -10.412547, -5.121232], [-25.328496, -9.553692, -6.299518], [-24.925329, -10.283924, -7.475882], [-25.551521, -9.638073, -8.610078], [-25.366229, -9.836268, -3.840393], [-26.561113, -11.845571, -5.298139], [-25.250850, -12.256529, -4.127602], [-25.037102, -12.466043, -5.857136], [-23.840783, -10.429235, -5.032520], [-24.888051, -8.556899, -6.322151], [-26.388694, -9.300930, -6.286097], [-26.638590, -9.568982, -8.650127], [-25.245383, -10.369817, -9.357697], [-25.107075, -8.678226, -8.873236], [-24.934987, -8.931882, -3.713073], [-26.358346, -9.647236, -3.832547]],
  "forces_ev_per_angstrom": [[-1.0, -0.4, 0.1], [0.7, 1.4, 0.3], [-0.2, -0.1, -0.2], [-0.3, -0.4, -1.4], [0.0, 0.0, 0.0], [-0.1, 0.1, 0.0], [0.0, 0.0, 0.1], [0.4, -0.5, -0.1], [-0.1, -0.3, 0.2], [0.1, 0.2, -0.1], [0.0, 0.0, -0.2], [0.1, -0.1, 0.9], [1.4, 0.3, -0.2], [0.2, -1.5, -0.6], [0.0, -0.4, 0.6], [-0.8, 0.7, 0.2], [-0.3, -0.1, 0.2], [0.2, 0.1, -0.2], [-0.5, 0.3, -0.1], [0.0, 0.1, 0.2], [0.1, 0.2, -0.1], [0.1, 0.0, 0.0], [-0.1, 0.0, -0.2], [-0.3, 0.1, 0.2], [0.0, -0.5, -0.2], [0.8, 0.3, -0.2], [-0.1, 1.1, 0.6], [-1.1, -1.0, -1.4], [-1.3, -0.8, 1.4], [0.2, 1.8, -1.5], [0.5, 0.1, 0.7], [-0.4, -0.3, -0.4], [0.7, 0.0, 0.1], [-0.2, 0.1, -0.3], [0.0, -0.1, 0.0], [-0.1, 0.2, 0.4], [0.4, -0.4, 0.6], [0.2, 0.6, -0.3], [0.5, 0.0, 0.2], [0.0, 0.3, 0.3], [0.6, -0.2, 0.3], [0.5, 0.2, 0.4], [-0.3, -0.3, -0.2], [-0.7, -0.4, 0.0], [0.4, -0.5, -0.4], [0.2, -0.2, -0.3], [-0.1, 0.1, 0.0], [-0.5, -0.3, 0.3], [0.3, -0.5, -0.5], [1.3, -1.3, -0.1], [-0.3, 0.0, 1.2], [-1.6, 0.8, -0.8], [0.7, 0.5, 0.6], [-0.7, -1.3, -1.6], [-0.5, 1.3, 0.8], [0.6, -1.2, -0.8], [0.6, 0.3, 0.2], [-0.5, 0.5, 0.3], [-0.2, 0.3, 0.2], [-0.2, -0.3, -0.4], [0.0, 0.4, 0.1], [0.3, 0.7, -0.3], [0.1, 0.4, -0.2], [0.3, -0.6, -0.3], [-0.2, 0.0, -0.1], [0.3, -0.7, -0.2], [0.0, 0.0, 0.1], [0.3, 0.4, 0.1], [-0.4, 0.2, 0.5], [-0.2, -0.1, 0.4], [-0.1, -0.3, 0.7], [0.2, 0.6, 0.3], [-0.2, 0.6, -0.2], [0.7, -0.3, 0.7], [0.3, -0.5, 1.5], [-1.3, 1.4, -0.6], [0.0, 0.2, -0.5], [1.6, 0.1, 0.7], [-1.3, -0.9, 0.9], [0.5, -0.1, -0.6], [-0.3, 1.0, -1.5], [-0.3, -0.2, 0.0], [-0.5, -0.2, 0.2], [-0.2, 0.0, -0.3], [0.4, -0.1, -0.6], [0.1, 0.2, 0.0], [0.2, -1.1, 0.0], [0.6, -0.3, 0.3], [-0.4, 0.6, -0.4], [-0.1, -0.1, 0.1], [-0.1, 0.0, -0.3], [0.5, -0.1, -0.5], [-0.5, 0.0, 0.5], [0.0, -0.1, 0.0], [0.1, 0.7, 0.5], [0.1, -1.0, 0.6], [-0.2, -0.2, 0.9], [0.6, 0.8, -1.6], [-0.6, 0.0, 0.9], [-1.1, -0.4, -0.3], [2.4, 1.2, 0.2], [1.6, 0.1, -1.0], [-2.4, 0.2, 0.9], [-1.9, 0.3, 1.3], [1.3, -0.2, -0.6], [0.2, -0.6, -0.2], [0.4, -0.1, 0.1], [-0.3, -0.1, -0.1], [-0.2, -0.8, 0.3], [0.6, 0.2, 0.0], [-1.2, -0.1, 0.1], [-0.6, 0.2, 0.3], [0.4, 0.1, -0.3], [-0.1, -0.3, -0.3], [-0.1, 0.0, 0.2], [0.2, -0.1, -0.2], [0.5, 0.2, -0.1], [-0.1, -0.1, 0.0], [0.1, -0.2, -0.3], [0.5, -0.1, 0.0], [-1.8, -0.4, 1.1], [0.1, -0.7, -0.1], [-0.1, 0.8, -0.1], [0.4, 0.1, 0.6], [-0.6, -0.6, 0.2], [1.2, 1.9, -0.8], [-1.3, -0.7, 1.0], [0.3, -0.5, 1.0], [-0.3, -0.2, -1.4], [0.0, 0.4, 0.0], [0.2, 0.0, -0.6], [0.6, -0.6, 0.2], [-0.5, 0.3, -0.8], [0.9, -0.3, -0.3], [-0.1, -0.2, 0.1], [0.4, -0.2, 0.2], [-0.3, 0.0, -0.6], [-0.4, 0.2, 0.3], [0.2, 0.2, 0.1], [0.2, -0.1, -0.6], [0.5, 0.5, -0.2], [0.2, -0.5, 0.2], [-0.1, 0.1, 0.4], [0.1, 0.5, 0.3], [1.2, 1.3, -1.3], [-1.4, -0.6, 0.0], [0.1, 0.5, 0.6], [-2.4, 0.2, -0.4], [0.7, -0.8, -0.2], [0.8, -0.5, -0.3], [0.2, 0.4, 0.3], [0.1, -0.6, 0.5], [-0.2, -0.5, 0.0], [0.5, -0.7, 0.5], [0.5, 0.3, 0.2], [-0.2, -0.2, -0.2], [0.1, 0.1, 0.0], [0.1, 0.4, -0.5], [0.2, 0.4, 0.5], [0.6, 0.0, 0.3], [-0.4, 0.4, 0.0], [-0.8, -0.1, 0.7], [-1.6, 2.0, -0.5], [1.8, 1.1, 0.6], [0.0, 1.0, -0.4], [-0.7, -0.3, -0.1], [0.2, -1.3, 0.1], [-0.1, -0.1, -0.2], [0.1, -0.2, -0.1], [-0.2, 0.1, -0.2], [0.5, -0.1, 0.4], [0.2, -0.7, -0.6], [-0.4, -0.5, 0.6], [0.5, -0.4, 0.2], [0.0, 0.0, 0.6], [-0.2, 0.1, -0.4], [0.6, -0.5, -0.5], [0.0, -0.1, -0.2], [0.9, -1.0, -0.4], [-2.8, -1.0, -0.9], [0.0, -1.7, -0.1], [0.0, 2.0, -0.9], [-0.3, -1.3, 0.8], [0.7, 2.4, 0.5], [0.0, 0.2, 0.8], [-0.2, -0.1, 0.0], [0.5, 0.2, 0.1], [0.4, -0.8, 0.4], [-0.2, 0.3, 0.3], [0.1, 0.0, -0.3], [0.0, 0.6, -0.1], [0.2, -0.1, 0.1], [0.6, 0.0, -0.1], [-0.4, 0.4, -0.1], [0.5, 0.1, -0.1], [0.5, -0.4, -0.8], [-0.5, 0.5, 1.6], [0.6, -0.8, -0.4], [-2.0, 2.0, 0.0], [1.6, -1.8, -0.7], [0.4, 0.5, 0.1], [-0.1, 0.2, 0.2], [-0.3, 0.0, 0.0], [0.1, 0.0, -0.2], [0.1, -0.2, -0.4], [0.7, 0.1, 0.3], [-0.6, -0.7, -0.1], [-0.1, -0.1, 0.8], [-0.3, 0.4, -0.7], [0.1, 0.2, 0.3], [0.1, 0.3, 0.1], [-0.4, -0.2, -0.1]]
}